Record 1
# C36H37NO5P2PdS

A structure of composition C36H37NO5P2PdS (ωB97M-V/def2-TZVPD, OMol25).

ORCA input file:
```
! wB97M-V def2-TZVPD RIJCOSX def2/J DEFGRID3
* xyz 0 3
Pd -1.890 1.300 0.054
O -4.997 3.640 -0.619
C -4.434 2.649 -0.220
O -3.595 1.939 -0.930
C -4.788 2.085 1.177
C -4.642 0.564 1.266
C -5.351 0.025 2.508
C -4.374 0.436 3.640
C -3.309 1.192 2.853
O -3.245 0.400 1.638
C -3.865 2.544 2.361
C -2.720 3.496 2.019
O -2.573 4.512 2.666
O -1.929 3.102 1.081
H -5.811 2.395 1.380
H -4.821 0.031 0.335
H -5.462 -1.057 2.453
H -6.344 0.459 2.621
H -3.941 -0.439 4.124
H -4.834 1.059 4.405
H -2.317 1.242 3.295
H -4.458 3.015 3.142
C 5.512 -3.191 1.391
S 4.990 -1.703 2.256
C 3.260 -1.679 1.746
C 2.574 -0.432 2.283
C 1.137 -0.301 1.796
N 1.023 -0.088 0.321
P 1.241 1.679 0.049
C 3.048 1.761 -0.239
C 3.671 2.958 0.106
C 5.035 3.124 -0.084
C 5.794 2.088 -0.604
C 5.184 0.886 -0.942
C 3.820 0.728 -0.766
C 0.630 1.959 -1.654
C -0.590 2.625 -1.816
C -1.150 2.779 -3.085
C -0.469 2.337 -4.203
C 0.779 1.741 -4.059
C 1.315 1.546 -2.800
P -0.476 -0.646 -0.324
C -0.089 -1.138 -2.023
C -1.074 -0.989 -2.989
C -0.833 -1.399 -4.293
C 0.393 -1.949 -4.632
C 1.383 -2.097 -3.667
C 1.142 -1.695 -2.365
C -0.796 -2.254 0.452
C -2.088 -2.542 0.871
C -2.394 -3.801 1.374
C -1.409 -4.769 1.468
C -0.112 -4.485 1.053
C 0.191 -3.237 0.540
H 6.564 -3.351 1.616
H 5.402 -3.080 0.312
H 4.952 -4.065 1.725
H 2.753 -2.573 2.121
H 3.204 -1.696 0.656
H 3.156 0.457 2.033
H 2.542 -0.481 3.376
H 0.650 0.528 2.326
H 0.601 -1.211 2.066
H 3.084 3.762 0.537
H 5.506 4.059 0.188
H 6.861 2.211 -0.740
H 5.777 0.071 -1.338
H 3.345 -0.208 -1.027
H -1.102 3.151 -1.009
H -2.114 3.264 -3.166
H -0.895 2.471 -5.189
H 1.327 1.412 -4.932
H 2.279 1.063 -2.706
H -2.023 -0.530 -2.731
H -1.601 -1.275 -5.045
H 0.582 -2.261 -5.651
H 2.342 -2.523 -3.934
H 1.911 -1.793 -1.609
H -2.852 -1.779 0.815
H -3.404 -4.019 1.695
H -1.647 -5.748 1.864
H 0.660 -5.240 1.124
H 1.200 -3.023 0.211
*
```

Relative energy (zero: lowest compared OMol25 entry of this formula, charge and spin) (kJ/mol): 52.2
DFT total energy (Ha): -3033.75424
LUMO level (spin up / spin down) (eV): -0.01 / -1.53

Löwdin atomic charge list, values in e, 5 entries:
1 Pd 0.93
2 O 0.09
3 C -0.60
4 O -0.15
5 C -0.10

=====

Record 2
# C2H6F2Si

The molecule C2H6F2Si at a distorted geometry (ωB97M-V/def2-TZVPD, OMol25).

ORCA input file:
```
! wB97M-V def2-TZVPD RIJCOSX def2/J DEFGRID3
* xyz 0 1
C 0.091 1.257 -0.426
Si 0.162 -0.615 0.040
C -0.867 -0.979 1.648
F -0.820 -0.081 2.649
F -2.176 -0.947 1.177
H -0.044 1.958 0.454
H 1.149 1.609 -0.770
H -0.410 1.685 -1.202
H -0.312 -1.504 -0.981
H 1.704 -1.198 0.227
H -0.658 -1.854 2.132
*
```

Relative energy (zero: lowest compared OMol25 entry of this formula, charge and spin) (kJ/mol): 559.4
DFT total energy (Ha): -568.97385
LUMO level (eV): 0.93

Löwdin atomic charge list, values in e, 5 entries:
1 C -0.25
2 Si 0.73
3 C -0.49
4 F 0.00
5 F -0.04

=====

Record 3
# C5H5Cl

The molecule C5H5Cl at a distorted geometry (ωB97M-V/def2-TZVPD, OMol25).

ORCA input file:
```
! wB97M-V def2-TZVPD RIJCOSX def2/J DEFGRID3
* xyz 0 1
Cl -2.638 -0.112 -0.266
C -0.984 -0.099 0.497
C -0.147 -1.164 -0.083
C 1.194 -0.734 -0.118
C 0.904 0.724 -0.242
C -0.296 1.137 -0.073
H -1.108 0.021 1.622
H -0.253 -2.195 -0.283
H 2.266 -1.233 -0.485
H 1.796 1.381 -0.540
H -0.733 2.276 -0.028
*
```

Relative energy (zero: lowest compared OMol25 entry of this formula, charge and spin) (kJ/mol): 233.9
DFT total energy (Ha): -653.59170
LUMO level (eV): 0.32

Löwdin atomic charge list, values in e, 5 entries:
1 Cl 0.55
2 C -0.66
3 C -0.14
4 C -0.03
5 C -0.21

=====

Record 4
# C22H17Cl3FeN5O5S

A structure of composition C22H17Cl3FeN5O5S (ωB97M-V/def2-TZVPD, OMol25).

ORCA input file:
```
! wB97M-V def2-TZVPD RIJCOSX def2/J DEFGRID3
* xyz 0 6
Fe -0.045 1.207 0.834
C 3.161 0.941 1.400
N 1.920 1.091 2.158
C 1.660 0.123 3.222
C 0.667 -0.901 2.777
N -0.005 -0.850 1.652
C -0.810 -1.991 1.642
C -1.673 -2.487 0.669
C -2.316 -3.681 0.929
C -2.107 -4.383 2.124
C -1.236 -3.916 3.089
C -0.596 -2.714 2.816
N 0.358 -1.991 3.514
C 2.834 0.670 -0.035
N 1.632 0.344 -0.428
C 1.743 0.055 -1.787
C 0.795 -0.405 -2.695
C 1.211 -0.637 -3.990
C 2.538 -0.417 -4.385
C 3.494 0.025 -3.492
C 3.066 0.247 -2.189
N 3.738 0.646 -1.042
H 3.791 1.827 1.495
H 3.745 0.097 1.777
H 1.867 2.022 2.582
H 2.577 -0.381 3.545
H 1.250 0.656 4.082
H -1.838 -1.955 -0.258
H -2.998 -4.086 0.193
H -2.633 -5.313 2.290
H -1.060 -4.464 4.005
H 0.732 -2.207 4.421
H -0.233 -0.558 -2.398
H 0.494 -0.982 -4.724
H 2.820 -0.604 -5.413
H 4.521 0.181 -3.794
H 4.714 0.875 -0.965
Cl -5.761 1.453 -3.763
C -4.245 1.522 -2.914
C -4.179 1.087 -1.603
C -2.957 1.152 -0.963
Cl -2.796 0.673 0.696
C -1.783 1.623 -1.565
O -0.637 1.633 -0.938
C -1.916 2.074 -2.889
Cl -0.531 2.734 -3.682
C -3.127 2.022 -3.558
H -5.055 0.719 -1.089
H -3.196 2.377 -4.577
O -1.455 3.914 2.939
S -0.345 3.047 2.718
O 0.806 3.213 3.597
O -0.750 1.561 2.719
O 0.150 3.112 1.254
*
```

Relative energy (zero: lowest compared OMol25 entry of this formula, charge and spin) (kJ/mol): 0.0
DFT total energy (Ha): -4541.16263
LUMO level (spin up / spin down) (eV): 0.05 / -0.87

Löwdin atomic charge list, values in e, 5 entries:
1 Fe 0.99
2 C -0.08
3 N -0.09
4 C -0.10
5 C -0.28